C38H89Cl2Cu2N2O18P4 as an isolated structure in a non-equilibrium geometry, computed with ωB97M-V/def2-TZVPD.

Last column: Mulliken charge in e.
Cartesian coordinates (Å):
Cu (-30.47809, -3.41468, -14.52706)  0.503
Cu (-28.46641, -2.91212, -11.55156)  0.320
C (-28.20257, 0.48770, -15.38979)  -0.902
C (-28.93240, -0.75708, -15.93130)  2.206
C (-28.68440, -0.90051, -17.41839)  -1.671
C (-27.20543, -1.20303, -17.67625)  -0.567
C (-26.94039, -2.54946, -17.05570)  -2.591
C (-27.16674, -2.64472, -15.52978)  1.886
N (-28.52398, -1.97835, -15.20331)  0.993
O (-28.68326, -1.89098, -13.71695)  0.056
C (-25.83045, -2.06444, -14.96855)  -1.716
C (-27.15984, -4.04407, -14.99227)  -1.891
C (-30.52896, -0.51771, -15.72149)  -1.617
H (-28.35258, 1.41820, -15.93730)  -0.057
H (-27.14465, 0.24569, -15.28815)  0.311
H (-28.61883, 0.88865, -14.46564)  -0.160
H (-28.99328, 0.00956, -17.93266)  0.822
H (-29.21310, -1.77122, -17.80626)  0.153
H (-26.48802, -0.47063, -17.30609)  0.391
H (-26.96852, -1.36162, -18.72831)  0.340
H (-25.92783, -2.91384, -17.22905)  0.528
H (-27.43661, -3.28058, -17.69392)  0.295
H (-25.86981, -1.72984, -13.93192)  0.240
H (-25.25892, -1.27665, -15.45931)  0.260
H (-25.09489, -2.86343, -15.06157)  0.584
H (-27.09426, -3.97588, -13.90639)  0.073
H (-26.38396, -4.69610, -15.39348)  0.452
H (-28.10782, -4.53631, -15.20937)  0.306
H (-31.03135, -1.48476, -15.74415)  0.261
H (-31.00006, 0.19314, -16.40035)  0.437
H (-30.76250, -0.00472, -14.78854)  -0.004
C (-22.78425, -0.95634, -21.31709)  0.140
O (-22.38883, -1.80242, -22.05218)  -0.557
N (-23.83922, -1.13444, -20.49188)  0.091
C (-24.41477, -0.07302, -19.59492)  -0.463
C (-24.63179, -2.43884, -20.50052)  -0.637
H (-22.31509, 0.03736, -21.24895)  0.314
H (-25.25357, 0.41485, -20.09141)  0.200
H (-23.64550, 0.67939, -19.42113)  0.403
H (-24.72074, -0.47806, -18.63033)  -0.026
H (-24.31415, -3.39193, -20.92341)  0.350
H (-24.92811, -2.73868, -19.49534)  0.020
H (-25.58062, -2.21883, -20.98983)  0.316
Cl (-29.45040, 4.62053, -15.26873)  -0.166
C (-27.78697, 4.91443, -15.78206)  -0.339
C (-27.04974, 5.29677, -14.46709)  -0.766
Cl (-26.92839, 3.91402, -13.44033)  -0.047
H (-27.86204, 5.74144, -16.48813)  0.386
H (-27.34949, 4.01929, -16.22415)  0.215
H (-27.44210, 6.17518, -13.95468)  0.389
H (-26.00262, 5.53732, -14.65086)  0.338
C (-25.89936, 3.98174, -25.01402)  -0.997
C (-27.15267, 4.51114, -24.41459)  -0.176
O (-27.09554, 4.66204, -23.02029)  -0.408
P (-27.00176, 3.38748, -22.11619)  0.908
O (-25.68742, 2.72195, -21.86667)  -0.614
O (-27.70594, 3.91851, -20.77131)  -0.445
C (-28.05596, 3.08072, -19.73318)  0.289
C (-29.10257, 3.69123, -18.82118)  -1.141
O (-28.16399, 2.37551, -22.66373)  -0.311
C (-27.68456, 1.09820, -23.11455)  0.471
C (-28.89131, 0.28018, -23.43692)  -1.227
H (-25.89208, 4.07925, -26.09962)  0.393
H (-24.94853, 4.49155, -24.85877)  0.314
H (-25.70073, 2.92575, -24.83088)  0.207
H (-27.30077, 5.53178, -24.76738)  0.339
H (-28.06902, 4.01524, -24.73472)  0.266
H (-28.36153, 2.09409, -20.08145)  0.156
H (-27.23167, 2.81260, -19.07229)  0.167
H (-29.26457, 3.06420, -17.94443)  0.150
H (-28.83816, 4.68071, -18.44819)  0.209
H (-30.01757, 3.78521, -19.40603)  0.394
H (-26.97124, 1.04489, -23.93700)  0.299
H (-27.06693, 0.57373, -22.38547)  -0.023
H (-29.36707, 0.02755, -22.48933)  0.021
H (-29.57368, 0.87733, -24.04181)  0.291
H (-28.82338, -0.58169, -24.10074)  0.483
C (-30.61290, 1.45778, -11.14216)  -1.413
C (-29.17547, 1.34391, -11.54007)  0.390
O (-28.51291, 1.59800, -10.37202)  -0.391
P (-28.19972, 0.41150, -9.34465)  0.820
O (-28.53820, -0.98524, -9.84093)  -0.197
O (-26.57606, 0.62158, -9.05973)  -0.397
C (-25.62778, 1.36389, -9.85517)  -0.315
C (-25.20657, 0.55366, -11.04638)  -0.702
O (-28.87955, 0.83228, -7.93266)  -0.407
C (-28.50271, 0.22453, -6.74695)  -0.266
C (-29.11263, -1.25418, -6.70942)  -0.639
H (-31.21399, 1.47457, -12.05128)  0.446
H (-30.98961, 0.49845, -10.78737)  0.322
H (-30.77027, 2.19944, -10.35904)  0.338
H (-28.76168, 0.49200, -12.07962)  -0.059
H (-28.88849, 2.12311, -12.24618)  0.060
H (-26.08313, 2.25322, -10.29088)  0.231
H (-24.67801, 1.67162, -9.41774)  0.423
H (-24.64916, -0.32109, -10.71142)  0.165
H (-25.99616, 0.21742, -11.71838)  0.004
H (-24.53782, 1.13794, -11.67844)  0.481
H (-27.41283, 0.21520, -6.73444)  0.271
H (-29.04831, 0.70418, -5.93433)  0.312
H (-28.48882, -1.86063, -7.36606)  -0.154
H (-29.18095, -1.69313, -5.71406)  0.453
H (-30.05920, -1.23935, -7.24969)  0.283
C (-26.56741, -7.21264, -11.86596)  -1.111
C (-26.32355, -6.50316, -10.53971)  -0.166
O (-25.16940, -5.67961, -10.72329)  -0.315
P (-25.14053, -4.03783, -10.42063)  -0.633
O (-26.30820, -3.33513, -10.99441)  1.066
O (-24.76452, -3.98338, -8.85088)  -0.258
C (-25.46662, -3.12575, -7.97238)  0.287
C (-26.42253, -4.08425, -7.25238)  -1.030
O (-23.77524, -3.46441, -11.01448)  -0.228
C (-23.32288, -3.36156, -12.34801)  0.139
C (-22.34942, -4.49402, -12.59851)  -1.240
H (-25.57923, -7.41821, -12.27748)  0.263
H (-27.12731, -8.08915, -11.53987)  0.400
H (-27.20400, -6.69845, -12.58601)  0.202
H (-27.19515, -6.01321, -10.10570)  0.161
H (-26.10514, -7.21143, -9.74049)  0.434
H (-24.81422, -2.56063, -7.30671)  0.397
H (-25.92932, -2.29868, -8.51088)  -0.255
H (-27.11907, -3.57293, -6.58794)  0.369
H (-27.09137, -4.50888, -8.00100)  0.212
H (-25.89919, -4.84685, -6.67560)  0.326
H (-24.02294, -3.54466, -13.16317)  -0.016
H (-22.88775, -2.36915, -12.46590)  0.408
H (-21.76819, -4.49950, -13.52059)  0.424
H (-21.73271, -4.57818, -11.70370)  0.308
H (-22.98674, -5.36230, -12.76586)  0.230
C (-34.03319, -3.94148, -24.71653)  -1.159
C (-32.74842, -4.52527, -24.22533)  -0.258
O (-32.67977, -4.21447, -22.79953)  -0.362
P (-31.41597, -3.25587, -22.33754)  0.873
O (-31.18174, -2.06985, -23.21194)  -0.679
O (-31.69661, -2.89768, -20.77379)  -0.372
C (-31.07804, -1.80367, -20.14471)  -0.164
C (-31.86241, -1.79219, -18.82627)  -0.434
O (-30.08641, -4.20786, -22.33112)  -0.308
C (-30.00303, -5.37008, -21.51860)  -0.441
C (-29.44968, -5.01105, -20.11753)  -0.582
H (-34.10651, -3.77622, -25.79143)  0.341
H (-34.99237, -4.37316, -24.43065)  0.341
H (-34.14313, -2.93106, -24.32274)  0.293
H (-32.72723, -5.61431, -24.26572)  0.283
H (-31.81428, -4.14540, -24.63909)  0.404
H (-30.03278, -2.01114, -19.91562)  0.165
H (-31.04987, -0.94556, -20.81624)  0.489
H (-32.09558, -2.79760, -18.47574)  0.227
H (-31.19507, -1.38482, -18.06679)  -0.303
H (-32.72788, -1.13505, -18.91130)  0.475
H (-31.04189, -5.69953, -21.50011)  0.334
H (-29.35335, -6.12852, -21.95540)  0.368
H (-29.36934, -5.95826, -19.58419)  0.464
H (-28.52639, -4.45130, -20.26687)  0.140
H (-30.19249, -4.38243, -19.62644)  0.012

Atoms 1-2, force components in eV/Å:
Cu 1.8683 1.5415 -0.0153
Cu 1.0870 1.0728 -0.5245

Calculated values
total charge = +1
energy = -232161.9735 eV
frontier orbital gap = 5.9 eV